Record 1
Entry from the Open Molecules 2025 dataset: a cluster of 2 separate species, C4H5ClOS in total at a distorted geometry (ωB97M-V/def2-TZVPD).

Its LUMO energy (spin up / spin down) is -0.86 / -0.88 eV. Its highest occupied orbital energy (spin up / spin down) is -8.59 / -8.59 eV. As for the relative energy (zero: lowest compared OMol25 entry of this formula, charge and spin): 287.3 kJ/mol.

Geometry (Å):
H -0.99317 -1.36887 -1.01623
H 1.19106 1.11790 1.36167
H 1.39369 -0.37186 0.31089
C -1.73293 -0.72900 -0.55731
C -1.70145 0.82374 1.60086
H -2.69164 -1.19964 -0.37073
C 1.12325 0.66111 0.39605
S -1.80253 0.95827 -1.22414
Cl -2.74742 -0.39599 2.41775
C -1.27054 0.34538 0.32351
H 1.20509 1.28494 -0.46871
O -1.44004 1.83513 2.16405

Forces on atoms 1 to 3 (eV/Å):
H 0.1 0.0 0.1
H 0.2 0.2 0.3
H 0.3 -0.3 0.0

These are the Löwdin partial charges, in e, on atoms 1 to 5: 0.07 0.01 0.01 -0.41 -0.84



Record 2
Entry from the Open Molecules 2025 dataset: the molecule C4H5ClS at a distorted geometry (ωB97M-V/def2-TZVPD).

The SMILES is C=CC(=S)CCl. Its LUMO energy is -1.12 eV. Its highest occupied orbital energy is -9.06 eV. As for the relative energy (zero: lowest compared OMol25 entry of this formula, charge and spin): 84.0 kJ/mol.

Geometry (Å):
C -0.41698 1.55213 -0.20666
H -0.14746 -2.22496 0.89339
S 2.21999 -1.32852 -0.43178
Cl -1.79717 -1.37276 -0.59396
C -0.41245 -1.22581 0.54298
H -0.43490 2.59254 -0.53966
H -0.77586 -0.65741 1.40554
H 1.58047 1.33887 -0.70902
C 0.82573 -0.56778 -0.07197
H -1.34397 1.07101 0.07915
C 0.70262 0.82270 -0.36803

Forces on atoms 1 to 3 (eV/Å):
C 0.4 -0.4 -0.7
H -0.2 0.1 -0.2
S -0.5 -0.3 0.4

These are the Löwdin partial charges, in e, on atoms 1 to 5: 0.05 0.06 0.76 0.57 -0.59



Record 3
Entry from the Open Molecules 2025 dataset: a cluster of 2 separate species, C4H5ClS2 in total at a distorted geometry (ωB97M-V/def2-TZVPD).

The SMILES is Sc1cccs1.Cl. Its LUMO energy is 0.48 eV. Its highest occupied orbital energy is -9.20 eV. As for the relative energy (zero: lowest compared OMol25 entry of this formula, charge and spin): 0.0 kJ/mol.

Geometry (Å):
C -1.39133 0.04572 0.67909
S -0.08595 0.67128 1.54323
S 2.78295 0.07772 0.67262
H -0.39611 1.59414 -1.13297
H -2.47327 0.23220 0.89431
H 0.86003 -1.39918 -1.24218
Cl -1.20498 2.60099 -1.31100
C -1.00238 -0.72540 -0.37629
H 3.14880 -1.08331 1.34930
C 1.04430 -0.12903 0.48767
H -1.66913 -1.05759 -1.05934
C 0.38708 -0.82753 -0.50443

Forces on atoms 1 to 3 (eV/Å):
C -1.8 -0.3 0.0
S 0.5 -0.4 0.0
S 0.4 -0.6 0.4

These are the Löwdin partial charges, in e, on atoms 1 to 5: -0.49 0.97 0.70 -0.25 0.10



Record 4
Entry from the Open Molecules 2025 dataset: a structure of composition C4H5CuF2LiO2 at a distorted geometry (ωB97M-V/def2-TZVPD).

Its LUMO energy (spin up / spin down) is -1.51 / -1.52 eV. Its highest occupied orbital energy (spin up / spin down) is -6.40 / -6.39 eV. The spin multiplicity is 2.

Geometry (Å):
O -0.63082 -0.24901 0.22489
O 1.37019 1.63723 -1.14273
H -1.76184 0.09009 2.64024
C 0.09795 -0.58603 -0.96084
C -1.32668 -0.87016 2.36467
C 0.41422 0.76290 -1.57566
Cu 2.08493 0.66720 0.37219
H -0.54913 1.33095 -1.34971
H 0.15788 -1.90337 1.15310
Li 0.89230 2.54506 -3.38263
H 1.01716 0.24633 -2.39344
F -0.84495 -0.81461 -2.14750
H -1.55348 -1.76564 2.94071
F 0.90730 -0.17886 1.91617
C -0.27504 -0.91208 1.34055

Forces on atoms 1 to 3 (eV/Å):
O -1.1 -0.2 0.2
O 2.1 1.7 1.2
H 0.1 -0.3 -0.2

These are the Löwdin partial charges, in e, on atoms 1 to 5: -0.08 -0.43 0.07 -0.26 0.15



Record 5
Entry from the Open Molecules 2025 dataset: a structure of composition C4H5CuO2 at a distorted geometry (ωB97M-V/def2-TZVPD).

Its LUMO energy (spin up / spin down) is -5.89 / -7.13 eV. The charge is +1. Its highest occupied orbital energy (spin up / spin down) is -13.63 / -13.63 eV. As for the relative energy (zero: lowest compared OMol25 entry of this formula, charge and spin): 383.3 kJ/mol. The spin multiplicity is 2.

Geometry (Å):
H 2.42505 -1.78806 0.76242
Cu 0.70311 -2.42502 -1.20760
C 0.94483 0.84913 -0.25582
H 2.12981 0.28092 1.45057
C 0.36253 1.93620 0.38879
O 1.82905 -1.29160 0.17562
H -0.18652 1.04489 -2.07847
C -0.12092 0.34383 -1.22661
H 1.44596 -3.85157 -1.36030
C 1.72702 -0.03922 0.48549
O -0.25767 -0.88682 -1.44489
H -0.75608 1.73931 -0.31924

Forces on atoms 1 to 3 (eV/Å):
H -0.1 0.0 0.1
Cu 1.0 -2.4 -0.3
C -1.1 -2.9 -0.3

These are the Löwdin partial charges, in e, on atoms 1 to 5: 0.18 0.68 -0.32 0.17 0.25



Record 6
Entry from the Open Molecules 2025 dataset: a structure of composition C4H5CuO4 at a distorted geometry (ωB97M-V/def2-TZVPD).

Its LUMO energy (spin up / spin down) is -14.07 / -17.69 eV. The charge is +3. Its highest occupied orbital energy (spin up / spin down) is -24.95 / -24.93 eV. The spin multiplicity is 2.

Geometry (Å):
O 4.16502 -0.36666 0.23108
Cu 2.34293 -0.48382 0.41288
O -3.13792 1.48559 0.42812
H -3.88023 1.57848 1.05718
C 5.28776 -0.18016 -0.04276
H -1.23273 1.04417 -1.09741
H -3.30030 -0.52115 0.68595
O 6.35841 -0.01230 -0.40500
C -0.43263 -0.63662 0.02289
H -0.62366 -1.62275 0.47996
H -1.92985 -0.55610 -1.41117
O 0.69025 -0.16414 0.00038
C -1.56087 0.11924 -0.60143
C -2.74618 0.31622 0.23931

Forces on atoms 1 to 3 (eV/Å):
O -2.1 -0.4 0.9
Cu 2.2 -0.2 0.2
O 0.7 -0.4 -0.2

These are the Löwdin partial charges, in e, on atoms 1 to 5: 0.13 1.25 0.33 0.22 -0.23



Record 7
Entry from the Open Molecules 2025 dataset: a structure of composition C4H5ErN2O4S2 at a distorted geometry (ωB97M-V/def2-TZVPD).

Its LUMO energy (spin up / spin down) is -11.03 / -11.42 eV. The charge is +2. Its highest occupied orbital energy (spin up / spin down) is -17.81 / -17.81 eV. The spin multiplicity is 4.

Geometry (Å):
C 0.36925 0.78193 -0.84000
H -1.60572 1.59897 -1.24310
Er -1.08547 -0.91834 1.58244
O -1.66124 0.85178 1.36191
O 0.41000 2.02803 1.52585
C 0.31830 -1.78296 -0.93853
C -0.65578 1.90828 -0.82820
S -0.00729 -0.48879 -2.06851
O 1.40910 -1.63224 -0.14709
N 0.36598 -3.49636 0.32901
C 1.37481 -2.78103 0.60916
H 0.25625 0.23455 0.11824
H -0.31128 2.80812 -1.31827
S -0.86062 2.19449 0.89648
N -0.33310 -2.85313 -0.69020
O -1.54404 3.37933 1.19718
H 1.39987 1.10079 -0.86673
H 2.16098 -2.93343 1.32035

Forces on atoms 1 to 3 (eV/Å):
C -0.5 -0.3 -0.2
H -0.3 0.1 -0.2
Er 0.7 -2.0 -0.4

These are the Löwdin partial charges, in e, on atoms 1 to 5: -0.48 0.12 1.98 -0.47 -0.25



Record 8
Entry from the Open Molecules 2025 dataset: the molecule C4H5F2NS at a distorted geometry (ωB97M-V/def2-TZVPD).

Its LUMO energy (spin up / spin down) is -0.66 / -0.66 eV. Its highest occupied orbital energy (spin up / spin down) is -7.83 / -7.83 eV. As for the relative energy (zero: lowest compared OMol25 entry of this formula, charge and spin): 249.3 kJ/mol.

Geometry (Å):
H -0.03846 1.08599 2.01559
C -1.00661 -1.39031 -0.94889
F -0.72802 -2.34009 -1.92280
H -0.90384 -0.50354 1.45677
H 0.69766 -0.43429 -1.69936
H 1.92160 1.82625 0.80876
F 2.30456 1.12129 -1.04827
C 1.54936 1.03600 0.09977
H -1.42259 1.02605 0.80549
C -0.54036 0.62327 1.22234
S -2.36617 -1.92620 -0.10037
C 0.08832 -0.50612 -0.83753
N 0.44453 0.38169 0.14850

Forces on atoms 1 to 3 (eV/Å):
H 0.2 0.9 1.2
C -0.2 -2.0 1.3
F 0.4 1.3 -0.4

These are the Löwdin partial charges, in e, on atoms 1 to 5: 0.07 -0.77 -0.09 0.10 0.10



Record 9
Entry from the Open Molecules 2025 dataset: the molecule C4H5F4N at a distorted geometry (ωB97M-V/def2-TZVPD).

The SMILES is F[C@H]1[C@H](F)CN(F)[C@@H]1F. Its LUMO energy is 1.07 eV. Its highest occupied orbital energy is -10.31 eV. As for the relative energy (zero: lowest compared OMol25 entry of this formula, charge and spin): 180.8 kJ/mol.

Geometry (Å):
H 1.90480 1.16840 -0.43125
F 1.51839 1.06114 1.45200
H 0.02421 -2.33223 0.08032
F -2.27867 -0.37769 0.45896
C -1.16245 -0.27960 -0.30519
C -0.07149 -1.21836 0.35689
C -0.55170 1.09111 -0.12373
H -0.06978 -1.15563 1.37610
F -0.66439 1.87908 -1.17713
F 1.53918 -0.89245 -1.32731
C 1.17210 0.69026 0.16815
H -1.08332 1.45488 0.69078
H -1.56149 -0.38820 -1.26402
N 1.28461 -0.70071 0.04542

Forces on atoms 1 to 3 (eV/Å):
H 0.1 0.6 -1.2
F -0.5 -0.3 0.2
H -0.9 1.7 0.3

These are the Löwdin partial charges, in e, on atoms 1 to 5: 0.14 0.02 0.16 0.01 -0.24



Record 10
Entry from the Open Molecules 2025 dataset: a cluster of 2 separate species, C4H5F5O2 in total at a distorted geometry (ωB97M-V/def2-TZVPD).

Its LUMO energy (spin up / spin down) is 0.28 / 0.26 eV. Its highest occupied orbital energy (spin up / spin down) is -8.53 / -8.43 eV. As for the relative energy (zero: lowest compared OMol25 entry of this formula, charge and spin): 194.7 kJ/mol.

Geometry (Å):
F -0.95411 -0.66299 -1.47666
H 0.14188 1.34310 -2.53273
H -1.00620 -1.06347 2.33572
H -0.56673 2.49741 -1.33617
C 0.52830 -1.57689 1.37540
H -1.56633 1.76837 -2.41526
C -0.66053 1.60683 -1.86313
C -0.73630 0.56123 -0.87063
O 1.86997 -1.75645 1.48339
F 0.63300 1.59620 0.70785
O -0.15284 -1.22109 2.51006
F 1.61535 0.19589 -0.71636
C 0.49855 0.47103 -0.01702
F -1.82495 0.66733 -0.04844
F -0.14092 -2.45449 0.60580
H 2.32186 -1.97201 2.25820

Forces on atoms 1 to 3 (eV/Å):
F 0.6 0.2 -0.1
H 0.4 0.4 -0.2
H -5.1 0.9 -1.3

These are the Löwdin partial charges, in e, on atoms 1 to 5: 0.07 0.11 0.05 0.08 -0.40